(1)
ORCA calculation (ωB97M-V with the def2-TZVPD basis set) on 11 unconnected molecules or ions with the total composition C32H93N15O11.

Properties
net charge = 0
SMILES = COC[C@H](C)N.COC[C@H](C)N.COC[C@H](C)N.COC[C@H](C)N.COC[C@H](C)N.COC[C@H](C)N.COC[C@H](C)N.NC(N)=O.NC(N)=O.NC(N)=O.NC(N)=O

Geometry (Å):
C  29.560  -4.502  -5.303
O  28.318  -4.907  -4.817
C  27.375  -3.822  -4.597
C  25.980  -4.271  -4.150
C  25.864  -4.815  -2.750
N  25.716  -5.397  -5.079
H  30.146  -3.995  -4.536
H  29.364  -3.884  -6.179
H  30.075  -5.442  -5.502
H  27.768  -3.047  -3.939
H  27.132  -3.405  -5.574
H  25.363  -3.376  -4.229
H  26.026  -5.888  -2.652
H  24.872  -4.683  -2.318
H  26.524  -4.315  -2.041
H  25.629  -4.880  -5.943
H  26.626  -5.833  -5.127
C  15.908  -4.463  -9.807
O  16.533  -5.434  -8.941
C  16.858  -6.704  -9.441
C  17.730  -7.407  -8.418
C  19.028  -6.645  -8.102
N  18.146  -8.713  -8.838
H  15.696  -3.542  -9.265
H  14.982  -4.813  -10.264
H  16.593  -4.105  -10.575
H  16.051  -7.395  -9.685
H  17.485  -6.738  -10.332
H  17.312  -7.551  -7.421
H  19.433  -6.136  -8.977
H  19.774  -7.223  -7.557
H  18.718  -5.798  -7.489
H  18.630  -9.113  -8.047
H  17.374  -9.357  -8.930
C  23.256  -17.523  -3.277
O  23.318  -18.365  -4.414
C  24.428  -19.313  -4.431
C  24.660  -20.082  -5.777
C  25.046  -19.165  -6.855
N  23.351  -20.701  -6.135
H  22.788  -18.006  -2.419
H  22.765  -16.575  -3.500
H  24.269  -17.196  -3.044
H  25.383  -18.874  -4.144
H  24.219  -19.978  -3.594
H  25.455  -20.785  -5.528
H  24.325  -18.353  -6.947
H  25.231  -19.709  -7.782
H  25.985  -18.663  -6.621
H  23.208  -21.475  -5.501
H  22.770  -19.932  -5.833
C  15.771  -13.686  -6.991
O  15.032  -13.042  -8.018
C  13.793  -13.631  -8.369
C  13.032  -12.645  -9.178
C  12.662  -11.370  -8.380
N  11.863  -13.336  -9.628
H  15.977  -14.746  -7.140
H  15.157  -13.638  -6.091
H  16.739  -13.194  -6.902
H  13.957  -14.552  -8.928
H  13.314  -13.848  -7.414
H  13.669  -12.425  -10.034
H  12.199  -10.588  -8.982
H  13.525  -10.922  -7.887
H  11.977  -11.659  -7.584
H  11.378  -12.624  -10.155
H  12.115  -14.060  -10.287
C  24.818  -9.015  3.103
O  24.762  -10.310  3.730
C  26.056  -10.905  3.880
C  26.677  -11.568  2.559
C  26.242  -13.056  2.337
N  28.129  -11.481  2.631
H  24.956  -8.377  3.976
H  23.858  -8.737  2.668
H  25.648  -8.873  2.410
H  26.759  -10.165  4.263
H  25.996  -11.641  4.681
H  26.356  -11.096  1.631
H  26.813  -13.605  1.589
H  25.186  -13.003  2.074
H  26.359  -13.672  3.229
H  28.493  -11.537  1.690
H  28.513  -12.270  3.131
C  29.428  -9.549  -8.732
O  28.278  -9.669  -9.536
C  27.541  -8.384  -9.729
C  26.165  -8.659  -10.260
C  25.459  -7.356  -10.555
N  25.311  -9.353  -9.289
H  30.091  -8.743  -9.045
H  29.895  -10.522  -8.881
H  29.083  -9.412  -7.707
H  27.429  -7.805  -8.812
H  28.107  -7.857  -10.497
H  26.169  -9.276  -11.159
H  25.241  -6.724  -9.694
H  24.490  -7.466  -11.040
H  25.987  -6.811  -11.337
H  25.818  -10.175  -8.995
H  25.274  -8.753  -8.477
C  15.890  -9.321  7.645
O  16.667  -8.679  6.645
C  16.266  -8.963  5.305
C  17.479  -8.734  4.364
C  17.548  -7.296  4.003
N  17.354  -9.550  3.190
H  15.927  -10.390  7.437
H  14.890  -8.887  7.626
H  16.347  -9.009  8.584
H  15.823  -9.937  5.094
H  15.448  -8.325  4.971
H  18.430  -8.982  4.834
H  17.935  -6.680  4.815
H  16.624  -6.756  3.798
H  18.270  -7.000  3.242
H  16.481  -9.341  2.727
H  17.206  -10.526  3.406
N  21.140  -10.832  -1.531
C  21.523  -10.166  -2.564
N  21.480  -8.912  -2.401
O  21.977  -10.666  -3.565
H  21.260  -11.835  -1.530
H  20.780  -10.373  -0.707
H  22.102  -8.370  -2.984
H  21.278  -8.665  -1.443
N  25.716  -13.902  -5.806
C  26.847  -13.652  -5.258
N  26.795  -12.421  -4.663
O  27.829  -14.347  -5.179
H  24.951  -13.251  -5.703
H  25.679  -14.831  -6.201
H  27.549  -12.223  -4.021
H  26.005  -11.817  -4.840
N  15.088  -15.314  0.315
C  16.193  -15.039  0.961
N  16.036  -14.659  2.192
O  17.238  -15.217  0.467
H  15.052  -15.659  -0.633
H  14.226  -15.039  0.764
H  15.138  -14.390  2.567
H  16.870  -14.781  2.749
N  21.597  -13.619  5.886
C  21.080  -14.511  5.101
N  21.068  -14.008  3.897
O  20.645  -15.569  5.349
H  22.243  -13.028  5.381
H  21.851  -13.909  6.819
H  20.660  -14.621  3.205
H  21.099  -13.034  3.631

---

(2)
ORCA calculation (ωB97M-V with the def2-TZVPD basis set) on 11 unconnected molecules or ions with the total composition C32H93N15O11.

Properties
net charge = 0
SMILES = COC[C@H](C)N.COC[C@H](C)N.COC[C@H](C)N.COC[C@H](C)N.COC[C@H](C)N.COC[C@H](C)N.COC[C@H](C)N.NC(N)=O.NC(N)=O.NC(N)=O.NC(N)=O

Geometry (Å):
C  -3.486  -1.992  -2.985
O  -3.926  -3.344  -2.996
C  -4.347  -3.758  -4.265
C  -5.018  -5.132  -4.223
C  -4.053  -6.286  -3.917
N  -5.658  -5.366  -5.501
H  -2.724  -1.822  -3.753
H  -3.003  -1.773  -2.038
H  -4.311  -1.300  -3.184
H  -5.018  -2.981  -4.653
H  -3.454  -3.857  -4.896
H  -5.789  -5.233  -3.448
H  -3.551  -6.089  -2.970
H  -3.336  -6.408  -4.728
H  -4.685  -7.162  -3.762
H  -6.486  -4.795  -5.622
H  -5.994  -6.311  -5.634
C  0.021  -0.781  4.282
O  0.063  -0.757  5.717
C  1.099  0.084  6.173
C  1.295  -0.122  7.706
C  0.125  0.315  8.526
N  2.566  0.522  8.033
H  -0.872  -1.271  3.907
H  0.911  -1.378  4.056
H  0.232  0.200  3.852
H  2.001  0.044  5.556
H  0.764  1.119  5.999
H  1.472  -1.187  7.870
H  0.278  0.272  9.608
H  -0.727  -0.378  8.528
H  -0.365  1.216  8.151
H  2.690  0.553  9.041
H  2.652  1.506  7.802
C  -1.685  6.291  4.013
O  -1.756  5.017  3.394
C  -0.446  4.631  2.962
C  -0.624  3.360  2.129
C  -1.415  3.664  0.829
N  -1.392  2.270  2.797
H  -0.896  6.356  4.764
H  -2.679  6.584  4.345
H  -1.472  7.041  3.241
H  0.096  5.406  2.415
H  0.198  4.437  3.829
H  0.307  2.931  1.748
H  -2.379  4.162  0.926
H  -1.601  2.677  0.401
H  -0.840  4.161  0.043
H  -2.089  1.929  2.148
H  -1.885  2.877  3.454
C  1.127  -4.666  -4.912
O  0.559  -4.335  -3.665
C  0.010  -5.459  -2.993
C  -0.448  -5.143  -1.564
C  -1.249  -6.186  -0.786
N  -1.288  -3.911  -1.594
H  1.433  -3.741  -5.399
H  0.389  -5.138  -5.564
H  2.051  -5.237  -4.791
H  -0.705  -6.032  -3.590
H  0.831  -6.174  -2.835
H  0.416  -4.973  -0.918
H  -2.139  -6.501  -1.345
H  -1.718  -5.699  0.064
H  -0.673  -7.111  -0.738
H  -0.729  -3.197  -2.038
H  -2.151  -4.041  -2.109
C  7.918  2.147  3.050
O  6.725  2.406  2.287
C  6.922  2.679  0.932
C  5.689  3.363  0.287
C  4.430  2.448  0.390
N  5.968  3.523  -1.150
H  7.599  1.618  3.946
H  8.414  3.065  3.365
H  8.525  1.498  2.418
H  7.740  3.380  0.714
H  7.157  1.739  0.420
H  5.463  4.327  0.747
H  4.216  2.225  1.425
H  4.466  1.608  -0.299
H  3.689  3.163  0.014
H  6.884  3.960  -1.181
H  5.265  4.099  -1.595
C  -5.476  -1.212  4.036
O  -4.362  -1.744  3.409
C  -3.681  -0.782  2.596
C  -4.184  -0.782  1.152
C  -3.884  -2.064  0.400
N  -3.577  0.288  0.286
H  -5.196  -0.636  4.926
H  -6.145  -2.013  4.366
H  -6.142  -0.612  3.404
H  -3.534  0.217  3.015
H  -2.682  -1.231  2.622
H  -5.214  -0.420  1.126
H  -2.889  -2.490  0.271
H  -4.424  -1.939  -0.536
H  -4.357  -2.884  0.959
H  -2.575  0.358  0.429
H  -3.621  0.009  -0.684
C  -4.137  2.030  -4.176
O  -3.345  3.159  -4.455
C  -2.048  2.923  -5.009
C  -1.266  1.855  -4.280
C  -1.060  2.052  -2.749
N  0.110  1.732  -4.801
H  -4.236  1.483  -5.129
H  -5.085  2.391  -3.791
H  -3.724  1.179  -3.623
H  -2.330  2.696  -6.042
H  -1.510  3.865  -4.895
H  -1.715  0.862  -4.367
H  -0.782  3.096  -2.596
H  -0.430  1.291  -2.306
H  -2.033  1.942  -2.254
H  0.764  2.361  -4.347
H  0.382  0.840  -4.404
N  2.317  -1.135  -4.493
C  1.792  -0.683  -3.324
N  0.801  -1.479  -2.809
O  2.247  0.284  -2.691
H  3.193  -0.713  -4.787
H  1.977  -2.004  -4.849
H  0.518  -1.285  -1.838
H  0.875  -2.468  -3.026
N  -0.228  -0.179  1.636
C  0.004  0.012  0.321
N  1.072  0.813  0.070
O  -0.626  -0.676  -0.498
H  0.364  0.144  2.378
H  -1.005  -0.821  1.687
H  1.654  1.048  0.855
H  1.506  0.805  -0.848
N  3.860  2.418  3.886
C  2.721  1.808  3.581
N  1.701  2.715  3.676
O  2.639  0.710  3.044
H  3.794  3.308  4.340
H  4.745  2.019  3.618
H  0.836  2.539  3.201
H  1.791  3.663  3.984
N  6.587  1.407  -4.196
C  5.246  1.156  -4.163
N  4.669  1.749  -3.099
O  4.692  0.494  -5.034
H  7.119  0.920  -4.895
H  7.018  2.001  -3.515
H  5.234  2.267  -2.441
H  3.679  1.495  -2.986

---

Stability check: which of them is most stable? (2).

---

(1)
ORCA calculation (ωB97M-V with the def2-TZVPD basis set) on a single C4H5Cl3 molecule.

Properties
net charge = 0

Geometry (Å):
C  -1.095  0.185  -1.066
C  -0.113  0.923  -0.022
C  -2.520  -0.272  -0.629
C  0.657  0.028  0.873
Cl  -0.419  2.487  0.405
Cl  -3.558  1.027  0.004
Cl  -2.461  -1.552  0.444
H  -1.264  0.962  -1.865
H  -0.539  -0.739  -1.469
H  0.669  -0.902  0.207
H  0.000  -0.189  1.708
H  1.550  0.523  1.169

---

(2)
ORCA calculation (ωB97M-V with the def2-TZVPD basis set) on a single C4H5Cl3 molecule.

Properties
net charge = 0
SMILES = C=C(C)C(Cl)(Cl)Cl

Geometry (Å):
C  -0.286  1.459  0.032
C  -0.751  0.196  0.140
C  0.010  -1.043  -0.261
C  -2.349  0.042  0.102
Cl  -3.306  1.512  0.417
Cl  -2.743  -0.370  -1.599
Cl  -2.827  -1.356  1.143
H  -0.833  2.381  0.161
H  0.758  1.522  0.009
H  0.131  -1.608  0.690
H  1.052  -0.845  -0.620
H  -0.466  -1.699  -0.929

---

Stability check: which of them is most stable? (2).

---

(1)
ORCA calculation (ωB97M-V with the def2-TZVPD basis set) on 3 unconnected molecules or ions with the total composition C2H7OS2.

Properties
net charge = -1

Geometry (Å):
C  -0.712  -1.959  -0.330
O  -0.612  -3.165  -0.281
H  -0.537  -1.438  -1.269
H  -4.040  -2.609  1.060
H  -0.978  -1.343  0.537
C  0.578  1.129  1.809
S  1.107  0.597  0.134
S  -0.421  1.365  -1.059
H  -0.491  1.290  1.732
H  0.773  0.288  2.468
H  1.073  2.062  2.121
H  -3.647  -2.390  0.440

---

(2)
ORCA calculation (ωB97M-V with the def2-TZVPD basis set) on 3 unconnected molecules or ions with the total composition C2H7OS2.

Properties
net charge = -1

Geometry (Å):
C  -0.518  -1.705  -0.611
O  0.053  -2.760  -0.742
H  -0.121  -0.839  -1.144
H  -1.470  0.252  -3.071
H  -1.373  -1.657  0.065
C  1.469  0.815  1.619
S  -0.104  1.443  2.367
S  -1.301  1.646  0.607
H  1.114  0.348  0.710
H  2.168  1.619  1.391
H  1.906  0.183  2.391
H  -1.823  0.655  -3.583

---

(3)
ORCA calculation (ωB97M-V with the def2-TZVPD basis set) on 3 unconnected molecules or ions with the total composition C2H7OS2.

Properties
net charge = -1

Geometry (Å):
C  2.062  1.018  0.933
O  2.681  1.978  1.330
H  2.540  0.030  1.016
H  -0.159  3.575  -2.394
H  1.067  1.179  0.511
C  -1.162  -2.393  0.152
S  -1.657  -0.933  -0.837
S  -1.811  0.543  0.598
H  -0.508  -3.042  -0.422
H  -0.604  -2.027  1.013
H  -2.061  -2.792  0.576
H  -0.389  2.863  -2.477

---

Stability check: which of them is most stable? (1).

---

(1)
ORCA calculation (ωB97M-V with the def2-TZVPD basis set) on a molecular structure, C2NO4.

Properties
net charge = -1

Geometry (Å):
C  1.952  -0.347  0.140
C  -1.465  0.263  -0.233
N  2.848  -1.013  -0.204
O  -0.507  0.062  0.693
O  -1.551  0.839  -1.255
O  1.070  0.520  0.314
O  -2.348  -0.323  0.545

---

(2)
ORCA calculation (ωB97M-V with the def2-TZVPD basis set) on 2 unconnected molecules or ions with the total composition C2NO4.

Properties
net charge = -1

Geometry (Å):
C  -1.640  0.109  0.022
C  1.123  0.085  0.025
N  0.953  -1.183  0.144
O  2.357  -0.540  -0.155
O  -1.881  0.556  -1.031
O  0.672  1.234  -0.073
O  -1.584  -0.261  1.068

---

Stability check: which of them is most stable? (2).

---

(1)
ORCA calculation (ωB97M-V with the def2-TZVPD basis set) on a gas-phase ion, C4H4N (charge +1).

Properties
net charge = +1
SMILES = C#[N+]C=C=C

Geometry (Å):
C  -2.261  -0.450  0.058
N  -1.189  -0.837  0.064
C  0.075  -1.114  -0.001
C  0.726  0.051  0.074
C  1.516  1.080  0.006
H  -3.169  0.039  -0.211
H  0.388  -2.170  0.086
H  1.966  1.740  0.715
H  1.949  1.662  -0.791

---

(2)
ORCA calculation (ωB97M-V with the def2-TZVPD basis set) on a gas-phase ion, C4H4N (charge +1).

Properties
net charge = +1
SMILES = C#[N+]C=C=C

Geometry (Å):
C  2.353  -0.721  0.191
N  1.593  0.165  0.068
C  0.616  0.967  -0.121
C  -0.837  0.339  0.014
C  -2.082  -0.344  0.216
H  2.848  -1.564  -0.055
H  0.786  1.979  -0.504
H  -2.858  -0.033  0.904
H  -2.420  -0.788  -0.713

---

Stability check: which of them is most stable? (1).